i | C4H9ClNO | ωB97M-V/def2-TZVPD

XYZ file:
```
16
C4H9ClNO (ωB97M-V/def2-TZVPD)
C 2.00 0.55 0.16
C -0.46 0.23 -1.43
C -0.18 -1.46 0.33
C -0.75 0.84 0.97
N -0.07 -0.07 -0.04
O 2.07 1.69 0.31
Cl 2.94 -0.76 0.13
H -1.49 0.41 -1.61
H -0.03 1.13 -1.77
H -0.02 -0.58 -1.94
H -1.22 -1.66 0.22
H 0.37 -1.96 -0.40
H 0.00 -1.49 1.33
H -0.46 1.80 0.95
H -1.91 0.99 0.88
H -0.79 0.33 1.91
```

Summary:
**Net charge**: +1
**HOMO**: -14.92 eV

Want to see where the charge sits? The Mulliken charges in e are: number 1, C, carries 0.72; number 2, C, carries -0.95; number 3, C, carries -1.22; number 4, C, carries -0.98; number 5, N, carries -0.03; number 6, O, carries -0.20; number 7, Cl, carries 0.05; number 8, H, carries 0.33; number 9, H, carries 0.39; number 10, H, carries 0.39; number 11, H, carries 0.48; number 12, H, carries 0.47; number 13, H, carries 0.41; number 14, H, carries 0.45; number 15, H, carries 0.32; number 16, H, carries 0.36

=====

ii | C4H9ClNO | ωB97M-V/def2-TZVPD

XYZ file:
```
16
C4H9ClNO (ωB97M-V/def2-TZVPD)
C -1.02 -0.07 -1.04
N 0.03 -0.04 -0.04
C -0.42 0.49 1.34
C 1.19 0.78 -0.53
C 0.48 -1.46 0.28
O -0.09 -2.48 -0.25
Cl 1.60 -1.74 1.47
H -2.03 -0.04 -0.67
H -0.97 0.70 -1.86
H -1.13 -1.05 -1.66
H -1.30 1.22 1.11
H -0.72 -0.30 1.92
H 0.21 1.15 1.75
H 1.09 0.64 -1.58
H 0.94 1.70 -0.17
H 2.14 0.50 -0.05
```

Summary:
**Net charge**: +1
**HOMO**: -15.78 eV
**SMILES string**: C[N+](C)(C)C(=O)Cl

Want to see where the charge sits? The Mulliken charges in e are: number 1, C, carries -0.95; number 2, N, carries 0.30; number 3, C, carries -1.05; number 4, C, carries -0.96; number 5, C, carries 0.50; number 6, O, carries -0.42; number 7, Cl, carries 0.00; number 8, H, carries 0.41; number 9, H, carries 0.36; number 10, H, carries 0.33; number 11, H, carries 0.40; number 12, H, carries 0.48; number 13, H, carries 0.40; number 14, H, carries 0.37; number 15, H, carries 0.46; number 16, H, carries 0.37

=====

From most stable to least stable, the computed energies give ii, i.